Density functional theory data (wB97M-V/def2-TZVPD) for a cluster of 2 separate species, C14H28NO6P in total.

```
50
Properties=species:S:1:pos:R:3:nbo_charge:R:1
C 1.64 2.38 2.15 -0.729
C 0.77 2.63 0.94 0.739
O -0.02 3.52 0.89 -0.541
N 0.98 1.71 -0.15 -0.822
C 1.79 2.37 -1.18 -0.406
P -0.47 0.81 -0.54 0.997
C -0.60 0.90 -2.38 -0.770
C 0.34 0.04 -3.23 -0.081
O 0.35 0.46 -4.61 -0.526
C 1.37 1.26 -4.96 0.652
O 1.97 1.16 -5.98 -0.529
C 0.08 -0.95 -0.29 -0.730
C 1.57 -1.16 0.00 -0.383
C 2.00 -2.63 0.12 -0.218
C 1.64 -3.45 -1.11 -0.611
C 3.50 -2.68 0.38 -0.599
H 2.49 1.75 1.91 0.228
H 1.03 1.86 2.90 0.250
H 1.97 3.33 2.57 0.241
H 2.40 1.63 -1.71 0.197
H 1.20 2.95 -1.89 0.187
H 2.49 3.06 -0.71 0.212
H -0.55 1.93 -2.71 0.243
H -1.63 0.57 -2.58 0.248
H 1.36 0.05 -2.84 0.178
H 0.01 -0.99 -3.26 0.207
H 1.56 2.08 -4.24 0.092
H -0.22 -1.53 -1.17 0.217
H -0.50 -1.31 0.57 0.234
H 2.19 -0.67 -0.76 0.187
H 1.81 -0.67 0.94 0.209
H 1.49 -3.03 1.01 0.194
H 0.56 -3.52 -1.26 0.206
H 2.00 -4.48 -1.00 0.215
H 2.10 -3.02 -2.00 0.201
H 4.06 -2.26 -0.46 0.200
H 3.76 -2.11 1.28 0.206
H 3.85 -3.70 0.54 0.210
C -5.41 -1.72 3.59 -0.255
O -4.20 -1.19 3.02 -0.498
C -4.19 0.14 2.90 0.978
O -5.09 0.88 3.22 -0.644
O -3.03 0.50 2.37 -0.497
C -2.87 1.91 2.17 -0.257
H -5.27 -2.80 3.62 0.194
H -5.56 -1.33 4.59 0.193
H -6.26 -1.47 2.96 0.193
H -2.93 2.44 3.13 0.188
H -3.64 2.30 1.50 0.194
H -1.90 2.04 1.73 0.208
```

The energy relative to the best compared isomer or geometry (same formula, charge and spin) comes out at 0.0 kcal per mole. Its SMILES is CC(=O)N(C)P(CCOC=O)CCC(C)C.COC(=O)OC. Its net charge is 0. As for the frontier orbital gap: 9.18 eV. Its energy is -38035.5863 eV.

=====

Density functional theory data (wB97M-V/def2-TZVPD) for a structure of composition C13H9BrCl4N5O4V in a non-equilibrium geometry.

```
37
Properties=species:S:1:pos:R:3:nbo_charge:R:1
V 0.11 -0.59 -0.85 1.222
Cl 2.70 5.41 -1.54 0.050
C 2.48 3.73 -1.30 -0.098
C 3.59 2.92 -1.06 -0.096
Cl 5.16 3.62 -1.00 0.052
C 3.45 1.54 -0.85 -0.125
Cl 4.82 0.56 -0.54 0.050
C 2.17 0.98 -0.86 0.288
O 1.84 -0.23 -0.53 -0.595
C 1.03 1.81 -1.11 0.226
O -0.08 1.16 -1.01 -0.611
C 1.20 3.18 -1.33 -0.107
Cl -0.18 4.16 -1.61 0.033
N -2.89 -0.04 -1.28 -0.628
N -3.05 -1.41 -1.09 -0.415
C -2.00 -2.21 -1.39 0.638
N -2.09 -3.52 -1.07 -0.764
N -1.02 -1.70 -2.10 -0.457
N 0.21 -2.18 -1.88 0.434
O 0.41 -2.67 -0.76 -0.475
O 1.00 -2.20 -2.79 -0.325
H -3.37 0.47 -0.54 0.385
H -3.20 0.28 -2.20 0.375
H -3.98 -1.82 -0.99 0.395
H -2.73 -3.80 -0.34 0.408
H -1.23 -4.05 -1.10 0.433
Br -0.69 -0.02 5.78 0.044
C -0.50 -0.21 3.90 -0.075
C 0.16 -1.31 3.38 -0.249
C 0.27 -1.44 2.00 -0.216
C -0.26 -0.49 1.13 -0.206
C -0.90 0.61 1.69 -0.247
C -1.02 0.76 3.06 -0.239
H 0.58 -2.04 4.04 0.226
H 0.81 -2.29 1.60 0.222
H -1.29 1.39 1.04 0.222
H -1.50 1.64 3.48 0.225
```

The energy relative to the best compared isomer or geometry (same formula, charge and spin) comes out at 55.9 kcal per mole. As for the expectation value of S²: 2.029. Its net charge is 0. As for the spin multiplicity: 3. As for the frontier orbital gap (spin up / spin down): 6.81 / 6.07 eV. Its energy is -175082.2249 eV.

=====

Density functional theory data (wB97M-V/def2-TZVPD) for a structure of composition C6H7NO2S in a non-equilibrium geometry.

```
17
Properties=species:S:1:pos:R:3:nbo_charge:R:1
C -0.91 -3.15 0.17 -0.174
C -1.66 -2.27 0.48 -0.073
C -3.29 -0.29 0.68 -0.132
C -2.62 -1.28 0.61 -0.109
C 1.66 1.89 -1.15 -0.016
C 1.61 -0.45 -0.46 -0.467
N 1.27 0.91 -0.44 -0.435
O 0.68 1.67 2.06 -0.928
O -0.47 3.01 0.40 -0.927
S -0.26 1.67 0.95 1.676
H -0.35 -4.03 -0.02 0.241
H -4.00 0.51 0.88 0.249
H 1.16 2.82 -0.79 0.236
H 2.23 1.73 -2.13 0.179
H 0.74 -1.31 -0.54 0.240
H 2.22 -0.79 -1.26 0.199
H 1.98 -0.63 0.56 0.240
```

The energy relative to the best compared isomer or geometry (same formula, charge and spin) comes out at 142.4 kcal per mole. Its net charge is 0. As for the frontier orbital gap: 9.84 eV. Its energy is -22749.7261 eV.

=====

Density functional theory data (wB97M-V/def2-TZVPD) for a cluster of 2 separate species, C27H27BrNOS in total in a non-equilibrium geometry.

```
58
Properties=species:S:1:pos:R:3:nbo_charge:R:1
C -2.33 1.72 4.39 -0.751
S -1.59 1.67 2.74 0.906
C -0.08 0.85 3.30 -0.756
C -2.43 0.20 2.20 -0.741
C -3.04 0.14 0.94 0.440
C -3.74 -1.10 0.53 -0.053
C -3.77 -2.25 1.31 -0.192
C -4.44 -3.37 0.87 -0.246
C -5.09 -3.36 -0.35 -0.067
Br -5.97 -4.91 -0.94 0.074
C -5.08 -2.22 -1.12 -0.254
C -4.41 -1.10 -0.69 -0.183
O -3.00 1.10 0.16 -0.710
H -1.87 2.52 4.97 0.229
H -3.40 1.92 4.32 0.260
H -2.20 0.78 4.92 0.234
H 0.56 1.57 3.79 0.223
H -0.30 0.04 3.99 0.237
H 0.46 0.43 2.45 0.245
H -2.49 -0.63 2.86 0.210
H -3.27 -2.29 2.26 0.208
H -4.46 -4.26 1.48 0.228
H -5.59 -2.22 -2.07 0.226
H -4.39 -0.20 -1.28 0.237
C 2.96 3.81 -1.36 -0.681
C 3.05 2.40 -0.91 0.386
N 3.93 1.96 0.03 -0.288
C 4.92 2.78 0.72 -0.418
C 3.75 0.58 0.25 0.117
C 2.70 0.16 -0.58 -0.010
C 2.26 -1.17 -0.51 -0.188
C 2.91 -2.05 0.32 -0.199
C 3.98 -1.63 1.11 -0.184
C 4.40 -0.32 1.09 -0.221
C 2.26 1.31 -1.35 -0.198
C 1.19 1.37 -2.27 0.119
C 0.42 0.26 -2.78 -0.184
C 1.03 -0.93 -3.25 -0.165
C 0.27 -2.00 -3.65 -0.215
C -1.11 -1.93 -3.59 -0.133
C -1.73 -0.76 -3.17 -0.225
C -0.99 0.32 -2.80 -0.072
H 2.18 3.95 -2.11 0.248
H 2.74 4.46 -0.52 0.255
H 3.90 4.13 -1.80 0.259
H 5.50 2.18 1.42 0.238
H 5.60 3.22 -0.01 0.230
H 4.42 3.57 1.28 0.226
H 1.42 -1.49 -1.09 0.237
H 2.58 -3.07 0.36 0.231
H 4.49 -2.35 1.72 0.233
H 5.23 0.00 1.70 0.225
H 0.84 2.36 -2.53 0.217
H 2.10 -0.98 -3.29 0.225
H 0.75 -2.90 -3.99 0.231
H -1.71 -2.78 -3.87 0.232
H -2.81 -0.72 -3.14 0.238
H -1.47 1.22 -2.46 0.232
```

The energy relative to the best compared isomer or geometry (same formula, charge and spin) comes out at 40.4 kcal per mole. Its net charge is +1. As for the frontier orbital gap: 4.90 eV. Its energy is -112844.6972 eV.

=====

Density functional theory data (wB97M-V/def2-TZVPD) for the molecule C3H7NOS in a non-equilibrium geometry.

```
13
Properties=species:S:1:pos:R:3:nbo_charge:R:1
C 2.09 -0.98 -0.06 -0.290
C -0.57 1.28 -0.34 0.046
C -1.93 0.59 0.30 -0.670
H 2.11 -2.10 0.13 0.210
H 1.84 -0.89 -1.19 0.190
H 3.06 -0.36 0.17 0.216
H -0.49 2.39 -0.48 0.206
H -2.71 1.46 0.20 0.261
H -1.74 0.55 1.37 0.234
H -0.88 -1.55 -0.43 0.181
N 0.69 0.99 -0.06 -0.118
O 0.76 -0.37 0.48 -0.460
S -2.23 -1.02 -0.10 -0.006
```

The energy relative to the best compared isomer or geometry (same formula, charge and spin) comes out at 121.2 kcal per mole. Its SMILES is CO/N=C\CS. Its net charge is 0. As for the frontier orbital gap: 9.52 eV. Its energy is -17592.6754 eV.

=====

Density functional theory data (wB97M-V/def2-TZVPD) for the molecule C11H23FO3.

```
38
Properties=species:S:1:pos:R:3:nbo_charge:R:1
C -2.70 -2.07 1.65 -0.605
C -1.95 -2.18 0.33 -0.442
C -2.36 -1.12 -0.71 0.203
F -3.19 -0.16 -0.11 -0.379
C -1.22 -0.35 -1.43 0.069
C -1.20 -0.71 -2.91 -0.625
O 0.05 -0.60 -0.84 -0.551
C 0.82 0.53 -0.43 0.082
C 1.55 1.16 -1.62 -0.084
O 2.19 2.36 -1.23 -0.544
C 1.36 3.50 -1.35 -0.249
C 1.80 0.09 0.64 -0.436
C 1.37 0.41 2.07 0.100
C 2.40 -0.05 3.09 -0.640
O 0.06 -0.10 2.34 -0.720
H -3.77 -2.19 1.50 0.209
H -2.36 -2.86 2.33 0.205
H -2.54 -1.11 2.13 0.227
H -2.14 -3.16 -0.10 0.207
H -0.87 -2.12 0.49 0.213
H -2.98 -1.59 -1.47 0.158
H -1.47 0.71 -1.29 0.192
H -0.46 -0.13 -3.45 0.211
H -2.18 -0.53 -3.36 0.213
H -0.96 -1.77 -3.03 0.213
H 0.15 1.30 -0.01 0.176
H 0.86 1.34 -2.45 0.167
H 2.33 0.48 -1.98 0.190
H 1.18 3.74 -2.41 0.167
H 1.88 4.33 -0.88 0.196
H 0.39 3.36 -0.85 0.165
H 1.92 -1.00 0.54 0.210
H 2.77 0.55 0.47 0.226
H 1.24 1.49 2.14 0.172
H 3.00 -0.89 2.71 0.202
H 3.09 0.75 3.36 0.216
H 1.89 -0.38 4.00 0.226
H 0.04 -1.03 2.08 0.461
```

The energy relative to the best compared isomer or geometry (same formula, charge and spin) comes out at 0.0 kcal per mole. Its SMILES is CC[C@@H](F)[C@H](C)O[C@H](COC)C[C@H](C)O. Its net charge is 0. As for the frontier orbital gap: 10.36 eV. Its energy is -20639.1208 eV.